(1)
Here is a structure of composition C56H91BN13O8Pb at a distorted geometry from OMol25. Energies are from ωB97M-V/def2-TZVPD.

```
170
Properties=species:S:1:pos:R:3
Pb 8.0011 4.5822 4.0969
O 3.3517 2.8526 2.3818
C 2.4315 2.0347 2.1964
O 2.3424 1.2255 1.1636
B 1.0322 0.4807 1.1928
O 0.3510 0.9727 2.4352
C 1.1254 1.8948 3.0486
O 0.8884 2.5270 4.0863
O 1.1528 -0.9875 1.2729
C 0.4152 -1.6196 0.3357
O 0.2879 -2.8273 0.1362
C -0.1885 -0.4758 -0.5451
O 0.1831 0.6868 0.0116
O -0.8226 -0.6508 -1.6086
C 1.6068 4.1511 -4.4231
C 2.1372 5.4142 -3.8150
C 3.6280 5.4046 -3.6220
C 4.4213 5.2450 -4.8266
N 5.0218 5.0966 -5.7918
H 0.5177 4.1957 -4.4211
H 1.7916 3.1829 -3.9577
H 1.9014 4.0967 -5.4711
H 1.6536 5.5838 -2.8530
H 1.9469 6.2636 -4.4712
H 3.8781 4.5792 -2.9554
H 3.9113 6.3523 -3.1640
C -4.0231 1.1679 7.0505
C -3.6321 -0.1868 7.6536
C -3.0068 -1.1744 6.6593
C -3.7093 -1.5135 5.4481
N -4.2952 -1.8459 4.5158
H -3.1636 1.6475 6.5820
H -4.4237 1.8591 7.7921
H -4.7730 1.0514 6.2682
H -4.5107 -0.6326 8.1200
H -2.9154 -0.0864 8.4687
H -2.7701 -2.1139 7.1587
H -2.0287 -0.8665 6.2897
C 4.9843 -0.6244 -3.4065
C 4.2875 -1.9242 -3.8981
C 4.6060 -2.1942 -5.3294
C 3.9474 -1.3249 -6.2969
N 3.4101 -0.5942 -7.0217
H 4.8237 -0.5724 -2.3296
H 4.6832 0.2729 -3.9472
H 6.0706 -0.6806 -3.4758
H 3.2608 -1.5582 -3.8864
H 4.5144 -2.7420 -3.2141
H 4.3523 -3.2323 -5.5443
H 5.6842 -2.1519 -5.4831
C 11.0495 10.6145 -2.1706
C 10.4310 9.5260 -1.2289
C 9.0983 8.9678 -1.6794
C 8.4824 8.1004 -0.7424
N 7.9423 7.4122 0.0431
H 10.3744 11.4702 -2.1829
H 11.0910 10.2860 -3.2091
H 12.0218 10.9785 -1.8384
H 10.3347 9.9188 -0.2167
H 11.1663 8.7214 -1.2431
H 9.1488 8.4180 -2.6193
H 8.4796 9.8608 -1.7676
C -0.8423 -4.9283 -8.0652
C -1.4229 -4.8613 -6.6805
C -0.7159 -5.7284 -5.6543
C -0.7278 -7.1891 -5.9220
N -0.6589 -8.3024 -6.1495
H -0.7372 -5.9579 -8.4071
H 0.1177 -4.4236 -8.1741
H -1.4970 -4.3380 -8.7062
H -2.4866 -5.0984 -6.6611
H -1.3928 -3.8289 -6.3321
H -1.1373 -5.6986 -4.6495
H 0.3346 -5.4472 -5.5807
C -2.0335 7.1327 10.8124
C -1.9752 5.5388 10.9308
C -0.9991 4.8820 9.9812
C 0.4322 5.0726 10.2888
N 1.5368 5.2715 10.5651
H -2.1694 7.3457 9.7520
H -1.0678 7.5092 11.1499
H -2.7659 7.7192 11.3670
H -2.9700 5.1285 10.7572
H -1.6827 5.2280 11.9337
H -1.1593 5.2818 8.9799
H -1.1953 3.8214 9.8241
C 1.5755 -5.8628 5.1544
C 0.5946 -6.7523 4.3922
C -0.4209 -7.3660 5.3207
C 0.0787 -8.4203 6.2360
N 0.5010 -9.2305 6.9442
H 2.3791 -6.3938 5.6646
H 1.1356 -5.1503 5.8522
H 2.1136 -5.2661 4.4179
H 1.0944 -7.5534 3.8476
H 0.1543 -6.1580 3.5915
H -1.1755 -7.8208 4.6789
H -1.0430 -6.6615 5.8727
C -2.9599 -8.5584 0.0610
C -4.1381 -7.5411 0.2274
C -5.4715 -8.2433 0.2836
C -5.5990 -9.2435 1.3652
N -5.7141 -9.9895 2.2210
H -2.9845 -9.1078 -0.8801
H -2.9333 -9.3023 0.8573
H -2.0079 -8.0293 0.0207
H -4.1978 -6.7921 -0.5622
H -3.9613 -7.0353 1.1766
H -5.7798 -8.7565 -0.6273
H -6.2467 -7.4795 0.3451
C -6.9484 -3.4609 -3.0413
C -6.6504 -2.5864 -1.7902
C -7.8014 -2.6273 -0.7949
C -9.1584 -2.3886 -1.4031
N -10.2007 -2.1371 -1.8034
H -6.1328 -3.4334 -3.7638
H -7.8722 -3.2451 -3.5780
H -6.9620 -4.5311 -2.8348
H -6.3542 -1.6007 -2.1490
H -5.8043 -2.9458 -1.2045
H -7.7035 -1.9014 0.0123
H -7.8774 -3.5821 -0.2748
C -3.8700 4.5852 -1.1339
C -3.3225 4.1748 0.2629
C -4.0298 2.8582 0.7203
C -5.5200 2.8726 0.7103
N -6.6989 2.8439 0.7288
H -3.3044 5.3864 -1.6096
H -4.9226 4.8651 -1.0922
H -3.7523 3.7738 -1.8522
H -3.2990 4.9703 1.0077
H -2.2646 3.9131 0.2404
H -3.7564 2.6730 1.7591
H -3.6673 1.9632 0.2147
C -2.6365 1.3263 -8.7751
C -3.8638 1.6654 -7.9138
C -4.5914 0.4347 -7.3093
C -5.3397 -0.4358 -8.2275
N -5.8846 -1.1318 -8.9956
H -2.9859 0.6882 -9.5868
H -1.8612 0.8288 -8.1924
H -2.2208 2.2165 -9.2472
H -4.5959 2.2675 -8.4520
H -3.4541 2.2758 -7.1091
H -5.4106 0.7228 -6.6505
H -3.8378 -0.1097 -6.7403
C 3.8858 -8.1843 -2.5342
C 3.9322 -9.7308 -2.3493
C 3.6553 -10.1205 -0.9614
C 4.6802 -9.5899 -0.0720
N 5.5056 -9.1626 0.6532
H 4.6859 -7.6510 -2.0210
H 2.9563 -7.8179 -2.0983
H 3.9045 -7.8801 -3.5808
H 4.9414 -10.0467 -2.6135
H 3.1763 -10.2520 -2.9367
H 3.8309 -11.1928 -0.8753
H 2.6827 -9.8623 -0.5425
C 1.5716 8.2843 2.7682
C 1.5918 9.3406 3.9071
C 2.2657 8.8785 5.1973
C 3.6053 8.3322 5.0095
N 4.6877 7.9406 4.8472
H 0.9084 7.4521 3.0041
H 2.5435 7.9186 2.4368
H 1.1234 8.5685 1.8161
H 0.5692 9.6587 4.1101
H 2.1195 10.2219 3.5425
H 1.6217 8.1175 5.6381
H 2.3737 9.6578 5.9517
```

Summary:
* charge: +1
* Kohn-Sham gap: 0.0532 Ha

(2)
Here is a cluster of 15 separate species, C25H16Cl56N2 in total at a distorted geometry from OMol25. Energies are from ωB97M-V/def2-TZVPD.

```
99
Properties=species:S:1:pos:R:3
C 1.1745 1.0522 1.5385
C 0.1151 1.8585 1.3482
C -0.8012 1.5492 0.1308
C -0.0097 1.1885 -1.1448
N 0.6112 0.7999 -2.0062
C -1.8979 2.6359 -0.1729
C -3.0723 2.3548 0.8134
N -3.8295 2.1315 1.6327
C -1.4504 4.1329 0.0381
C -0.3932 4.6486 -1.0360
C 1.1106 4.6047 -0.5351
C 2.0023 3.8246 -1.5925
C 3.0877 2.8895 -0.9293
H 1.5322 0.3447 0.7531
H 1.7482 1.0275 2.4796
H -0.0956 2.6776 2.0675
H -1.3556 0.6069 0.3883
H -2.3345 2.5122 -1.1939
H -1.1349 4.3768 1.0790
H -2.3705 4.7676 -0.1530
H -0.6420 5.7372 -1.1655
H -0.5556 4.1864 -2.0379
H 1.2253 4.2021 0.4958
H 1.5010 5.6560 -0.5205
H 1.3916 3.2654 -2.3433
H 2.5633 4.5957 -2.1741
H 3.9856 2.9178 -1.6002
H 3.3730 3.2182 0.1020
H 2.7791 1.8184 -0.8832
C 0.6631 -1.2510 4.7649
Cl 2.2327 -1.8956 4.2600
Cl 0.1219 -0.0471 3.5752
Cl -0.5221 -2.5677 4.8434
Cl 0.8193 -0.4905 6.3596
C 1.8882 -5.9157 5.1949
Cl 2.4373 -7.5832 4.9604
Cl 3.2032 -4.9559 5.8964
Cl 1.4119 -5.2148 3.6419
Cl 0.4930 -5.8951 6.2864
C -3.7978 -4.7543 4.0615
Cl -3.8939 -3.2108 3.1964
Cl -2.1162 -5.0638 4.5299
Cl -4.8102 -4.6824 5.5144
Cl -4.3606 -6.0612 3.0052
C 5.1191 -2.2756 1.4841
Cl 4.9737 -2.9650 3.1123
Cl 4.1502 -0.7956 1.3767
Cl 6.8174 -1.8925 1.1560
Cl 4.5367 -3.4503 0.2944
C 3.3414 -7.4671 -0.7713
Cl 4.1440 -6.2651 -1.8132
Cl 4.5195 -8.6936 -0.2610
Cl 2.6801 -6.6570 0.6528
Cl 2.0303 -8.2539 -1.6617
C 8.4586 -6.3749 -1.7913
Cl 8.2832 -5.9117 -3.4932
Cl 9.8745 -7.4253 -1.6077
Cl 8.6693 -4.9197 -0.8018
Cl 7.0054 -7.2390 -1.2633
C 0.9368 -6.1445 -5.1370
Cl 2.3217 -6.0775 -4.0300
Cl -0.2064 -4.8475 -4.7363
Cl 1.5049 -5.9429 -6.8043
Cl 0.1282 -7.7138 -4.9746
C -8.0720 -6.8332 4.6055
Cl -7.9042 -8.0353 3.3141
Cl -7.0504 -7.2971 5.9767
Cl -7.5749 -5.2443 3.9987
Cl -9.7630 -6.7622 5.1297
C -4.7495 6.8403 0.2945
Cl -5.6009 7.9308 1.4005
Cl -3.0051 7.1445 0.3836
Cl -5.0608 5.1643 0.7466
Cl -5.3163 7.1197 -1.3610
C 2.3566 -2.0187 -7.4990
Cl 2.4688 -0.2516 -7.5580
Cl 3.1576 -2.7100 -8.9218
Cl 3.1480 -2.6122 -6.0283
Cl 0.6544 -2.5025 -7.4898
C -2.7307 -2.3787 -9.9847
Cl -2.8886 -3.1580 -8.3996
Cl -3.6804 -0.8833 -10.0047
Cl -1.0279 -2.0018 -10.2863
Cl -3.3269 -3.4742 -11.2430
C -4.2016 11.9417 1.2238
Cl -3.6107 10.2824 1.0393
Cl -2.9014 12.9671 1.8541
Cl -4.7320 12.5582 -0.3509
Cl -5.5668 11.9580 2.3549
C -0.5403 13.4192 5.0619
Cl 1.0323 12.7978 4.5340
Cl -1.1267 14.6129 3.8887
Cl -1.6961 12.0819 5.1753
Cl -0.3698 14.1881 6.6484
C -0.3259 -3.9062 -0.1815
Cl 0.9004 -4.4188 -1.3503
Cl -1.8440 -3.5711 -1.0316
Cl -0.5912 -5.1899 1.0113
Cl 0.2238 -2.4375 0.6504
```

Summary:
* Kohn-Sham gap: 0.3690 Ha

(3)
Here is an isolated molecule of C2H2N2O2S at a distorted geometry from OMol25. Energies are from ωB97M-V/def2-TZVPD.

```
9
Properties=species:S:1:pos:R:3
C -0.9367 -0.4844 0.4306
C -0.0481 0.3813 -0.0950
N 0.8936 -1.5843 -0.5268
N 0.3432 1.6505 0.1597
O -0.6974 2.3335 0.1438
O 1.4758 2.0437 0.2823
S -0.6160 -2.0357 -0.2027
H -1.7272 -0.2450 1.1292
H 1.3128 -2.0596 -1.3211
```

Summary:
* Kohn-Sham gap (spin up / spin down): 0.2677 / 0.2805 Ha

no.,electronic energy (eV)
1,-101208.583
2,-730413.110
3,-20008.736